No. 1
8
Properties=species:S:1:pos:R:3 method="wB97M-V/def2-TZVPD" gap_ev="8.4 / 8.6" fmax_ha_per_bohr=0.0794 total_energy_ev=-7918.4537 e_homo_ha="-0.3093 / -0.3126"
C 0.25 -0.72 -0.28
C -0.89 0.17 -0.61
C 0.24 0.29 1.17
O -0.65 0.99 0.40
F 1.22 1.05 1.44
H 0.90 0.15 -0.66
H -1.90 -0.16 -0.84
H 0.84 -1.77 -0.62

No. 2
22
Properties=species:S:1:pos:R:3 method="wB97M-V/def2-TZVPD" smiles="C#[N+][C@]12CNC[C@@]1(N=C)[C@@H]2N" gap_ev=8.8 fmax_ha_per_bohr=0.1214 total_charge=+1 total_energy_ev=-13385.4821 e_homo_ha=-0.4679
C 2.85 -1.33 -1.17
C 0.01 2.56 -0.84
C -1.69 0.05 -0.27
C -0.60 -2.03 -0.39
C 0.61 0.00 1.30
C -0.10 0.43 0.00
C 0.80 -0.84 0.04
N 0.51 1.43 -0.84
N 1.89 -1.14 -0.57
N -1.77 -1.44 -0.14
N 1.59 0.88 1.83
H 3.65 -1.43 -1.84
H 0.55 3.42 -1.22
H -0.76 2.88 -0.14
H -2.45 0.62 0.30
H -1.78 0.48 -1.28
H -0.06 -2.23 -1.34
H -0.47 -2.98 0.15
H 0.04 -0.57 1.97
H -2.04 -1.65 0.84
H 2.23 0.39 2.48
H 1.84 1.52 1.13

No. 3
108
Properties=species:S:1:pos:R:3 method="wB97M-V/def2-TZVPD" gap_ev=4.7 fmax_ha_per_bohr=0.0329 total_charge=-2 total_energy_ev=-117023.0604 e_homo_ha=-0.0438
Na -2.00 0.81 -0.59
C -2.28 2.98 4.24
S -3.58 1.72 4.09
C -3.81 1.59 2.34
S -4.69 0.29 1.78
N -3.39 2.62 1.67
N -3.25 2.57 0.36
C -3.30 3.70 -0.29
C -3.07 3.76 -1.69
C -3.14 5.00 -2.36
C -2.91 5.06 -3.71
C -2.62 3.88 -4.39
C -2.60 2.70 -3.66
N -2.80 2.63 -2.36
H -2.25 3.27 5.28
H -2.55 3.82 3.61
H -1.34 2.55 3.93
H -3.54 4.63 0.23
H -3.38 5.90 -1.80
H -2.96 6.00 -4.24
H -2.43 3.88 -5.46
H -2.39 1.75 -4.15
C -0.12 0.08 -2.07
Si -0.44 -1.27 -3.24
C -2.33 -1.44 -3.55
N -3.06 -1.20 -2.32
C -3.08 -2.34 -1.44
C -4.02 -3.49 -1.89
C -5.30 -2.92 -2.51
C -5.53 -1.50 -2.00
C -4.39 -0.59 -2.46
C 0.32 -1.06 -5.00
C -0.42 -0.86 -6.16
C 0.17 -0.43 -7.34
C 1.53 -0.17 -7.39
C 2.29 -0.36 -6.24
C 1.68 -0.79 -5.08
C 0.36 -2.89 -2.63
C 0.47 -3.11 -1.26
C 1.13 -4.21 -0.75
C 1.71 -5.13 -1.61
C 1.61 -4.93 -2.97
C 0.94 -3.83 -3.47
H -0.26 1.08 -2.49
H 0.87 0.03 -1.63
H -2.63 -2.39 -4.03
H -2.60 -0.64 -4.24
H -3.39 -2.01 -0.45
H -2.07 -2.73 -1.36
H -4.26 -4.09 -1.01
H -3.51 -4.14 -2.60
H -6.16 -3.55 -2.27
H -5.21 -2.89 -3.60
H -5.57 -1.50 -0.91
H -6.48 -1.11 -2.37
H -4.41 0.33 -1.87
H -4.55 -0.32 -3.51
H -1.48 -1.06 -6.15
H -0.43 -0.30 -8.23
H 1.99 0.18 -8.30
H 3.35 -0.16 -6.26
H 2.28 -0.92 -4.18
H 0.06 -2.37 -0.58
H 1.21 -4.35 0.32
H 2.24 -5.99 -1.21
H 2.08 -5.64 -3.65
H 0.89 -3.68 -4.55
C 5.40 -0.60 3.16
Si 3.68 -0.89 2.36
C 3.93 -0.76 0.48
C 3.25 -2.72 2.72
Si 1.98 0.52 3.16
Te -0.17 0.43 2.07
Si 3.08 2.60 3.28
C 4.36 2.93 4.68
C 1.82 4.03 3.45
C 4.07 2.96 1.67
Si 1.54 -0.24 5.34
C 0.36 -1.74 5.25
C 3.06 -0.86 6.35
C 0.64 1.05 6.43
H 6.15 -1.33 2.85
H 5.32 -0.65 4.25
H 5.79 0.39 2.92
H 4.67 -1.46 0.09
H 4.26 0.25 0.21
H 3.00 -0.94 -0.04
H 3.84 -3.43 2.15
H 2.21 -2.90 2.47
H 3.37 -2.95 3.77
H 3.89 2.87 5.66
H 4.83 3.91 4.61
H 5.16 2.19 4.66
H 1.29 3.95 4.40
H 1.08 3.96 2.66
H 2.27 5.02 3.41
H 4.90 2.27 1.58
H 4.48 3.97 1.63
H 3.43 2.82 0.81
H 0.84 -2.56 4.72
H -0.52 -1.47 4.69
H 0.03 -2.11 6.22
H 3.57 -1.63 5.80
H 2.79 -1.28 7.32
H 3.77 -0.05 6.52
H -0.35 1.22 6.04
H 1.17 2.00 6.41
H 0.54 0.75 7.47

No. 4
65
Properties=species:S:1:pos:R:3 method="wB97M-V/def2-TZVPD" multiplicity=6 gap_ev="7.8 / 7.8" fmax_ha_per_bohr=0.0784 total_energy_ev=-80032.4400 e_homo_ha="-0.2854 / -0.2859" s_squared=8.7526
Mn 15.51 -20.89 17.30
C 12.83 -20.42 14.85
O 13.02 -18.99 14.62
O 13.79 -20.75 15.85
C 11.28 -20.73 14.99
F 10.61 -19.82 15.77
F 10.54 -20.88 13.89
F 11.15 -21.87 15.65
C 12.94 -18.58 13.28
C 13.34 -17.15 13.25
H 14.32 -16.96 13.71
H 13.37 -16.69 12.27
H 12.54 -16.64 13.78
H 11.93 -18.74 12.89
H 13.48 -19.19 12.55
H 13.13 -21.00 13.98
C 17.26 -23.84 16.65
O 17.78 -23.60 17.99
O 16.29 -22.83 16.52
C 18.41 -23.86 15.49
F 18.18 -23.40 14.30
F 19.41 -23.12 15.86
F 18.95 -25.02 15.29
C 18.22 -24.80 18.70
C 18.41 -24.47 20.20
H 17.53 -23.99 20.64
H 18.56 -25.39 20.77
H 19.24 -23.78 20.39
H 19.21 -25.10 18.35
H 17.53 -25.64 18.56
H 16.82 -24.84 16.62
C 12.38 -20.35 20.25
C 13.33 -20.26 19.03
C 14.13 -18.91 19.00
O 14.94 -18.88 17.80
C 15.10 -17.58 17.09
N 14.22 -21.39 19.01
H 12.95 -20.59 21.15
H 11.56 -21.05 20.15
H 11.91 -19.39 20.50
H 12.72 -20.28 18.13
H 14.77 -18.71 19.86
H 13.42 -18.08 18.96
H 15.51 -16.83 17.76
H 14.17 -17.17 16.70
H 15.71 -17.72 16.20
H 14.61 -21.46 19.94
H 13.67 -22.23 18.97
C 19.58 -20.14 18.65
C 18.19 -19.84 18.04
C 18.14 -20.02 16.56
O 16.87 -19.82 16.00
C 16.95 -19.45 14.60
N 17.23 -20.81 18.57
H 19.61 -20.24 19.73
H 20.30 -19.34 18.48
H 20.04 -20.99 18.16
H 17.91 -18.81 18.25
H 18.63 -20.94 16.23
H 18.81 -19.23 16.22
H 17.52 -20.16 14.00
H 17.45 -18.48 14.50
H 16.02 -19.35 14.04
H 17.60 -21.74 18.45
H 17.30 -20.75 19.58

No. 5
23
Properties=species:S:1:pos:R:3 method="wB97M-V/def2-TZVPD" smiles=CN[C@@H](C)[C@H](C)O.O gap_ev=9.8 fmax_ha_per_bohr=0.0585 total_energy_ev=-11012.0473 e_homo_ha=-0.3281
C 1.59 0.38 -2.05
N 0.44 0.48 -1.11
C 0.85 1.08 0.19
C 0.60 -0.07 1.27
C 1.73 -1.14 1.20
O -0.57 -0.77 0.93
C 0.07 2.37 0.52
H 1.32 0.03 -3.07
H 2.09 -0.48 -1.66
H 2.22 1.28 -2.10
H -0.43 0.83 -1.46
H 1.92 1.36 0.35
H 0.38 0.34 2.23
H 2.71 -0.65 1.41
H 1.88 -1.40 0.15
H 1.41 -2.03 1.92
H -0.52 -0.92 -0.05
H -0.87 1.97 0.90
H 0.58 2.77 1.42
H -0.08 3.02 -0.31
H -4.38 -2.07 0.18
H -4.51 -1.32 -1.11
O -3.91 -1.96 -0.66

No. 6
16
Properties=species:S:1:pos:R:3 method="wB97M-V/def2-TZVPD" gap_ev=9.1 fmax_ha_per_bohr=0.0710 total_charge=+1 total_energy_ev=-8866.3853 e_homo_ha=-0.5664
C -1.18 -1.49 0.45
C 2.32 -0.32 0.63
C -1.67 -0.19 0.61
C -0.75 0.98 0.41
C 0.80 -0.18 -1.55
C 1.47 -0.25 -0.25
C 0.34 0.86 -0.55
N -0.59 -2.44 0.62
H -2.51 -0.15 -0.12
H -2.10 -0.36 1.54
H -1.31 1.85 -0.01
H -0.32 1.26 1.33
H 1.44 0.10 -2.40
H 0.23 -1.11 -1.60
H 3.01 -0.36 1.43
H 0.82 1.82 -0.50

No. 7
56
Properties=species:S:1:pos:R:3 method="wB97M-V/def2-TZVPD" gap_ev=9.7 fmax_ha_per_bohr=0.0681 total_energy_ev=-40046.3442 e_homo_ha=-0.3345
C 0.36 -0.98 1.32
C 0.19 0.08 0.12
O 1.24 1.08 0.33
S 2.24 1.09 -1.03
O 2.63 2.54 -1.17
O 3.69 0.31 -0.72
C 3.79 -0.93 -1.45
N 3.52 -0.84 -2.89
C 2.23 -1.45 -3.27
H 1.47 -1.21 1.41
H -0.26 -1.88 1.08
H 0.02 -0.43 2.25
H -0.83 0.56 0.22
H 0.26 -0.40 -0.90
H 3.19 -1.78 -0.99
H 4.88 -1.26 -1.34
H 3.64 0.10 -3.25
H 1.40 -1.32 -2.52
H 1.86 -1.07 -4.26
H 2.41 -2.58 -3.35
C -0.06 4.14 -0.93
C -0.74 5.50 -0.94
C -1.42 5.84 0.40
C -2.47 4.82 0.70
N -3.29 4.03 0.93
H -0.78 3.33 -0.77
H 0.43 3.95 -1.88
H 0.69 4.08 -0.14
H -1.48 5.53 -1.74
H 0.00 6.27 -1.16
H -1.88 6.82 0.35
H -0.69 5.84 1.21
C -3.71 1.69 -2.22
C -4.59 0.47 -2.48
C -3.95 -0.84 -2.00
C -2.65 -1.07 -2.72
N -1.65 -1.24 -3.27
H -2.77 1.63 -2.76
H -4.22 2.60 -2.55
H -3.49 1.79 -1.15
H -4.80 0.40 -3.55
H -5.55 0.60 -1.97
H -4.61 -1.68 -2.20
H -3.76 -0.80 -0.93
C 2.85 -4.91 4.84
C 1.77 -3.84 4.87
C 0.46 -4.30 4.22
C 0.69 -4.65 2.79
N 0.88 -4.92 1.67
H 3.13 -5.19 3.82
H 3.76 -4.55 5.34
H 2.52 -5.82 5.36
H 2.14 -2.95 4.35
H 1.57 -3.55 5.90
H -0.28 -3.50 4.27
H 0.06 -5.17 4.74